No. 1
# C3H4NPS

C3H4NPS as an isolated structure (ωB97M-V/def2-TZVPD, OMol25).

The geometry in XYZ format:
```
10
Properties=species:S:1:pos:R:3:forces:R:3
C -0.967 1.035 1.755 -0.267 0.016 0.701
C -0.937 0.382 0.488 1.932 -2.451 -1.882
C 0.910 -0.010 -0.036 -2.482 1.174 0.845
N -0.925 1.424 2.848 0.010 -0.170 -1.096
P 1.039 -0.904 -1.626 0.821 1.809 -0.290
S -2.145 -0.303 -0.398 1.428 1.417 1.536
H 1.421 -0.556 0.769 -0.471 0.508 0.102
H 1.277 1.048 -0.147 -0.078 -1.251 0.107
H 0.028 -0.070 -2.145 -0.038 -0.366 -0.576
H 0.298 -2.046 -1.509 -0.855 -0.686 0.554
```
Forces are in eV/Å.

frontier orbital gap	7.76	eV
LUMO level	-1.7	eV
energy relative to the best compared isomer or geometry (same formula, charge and spin)	254.6	kJ/mol
net charge	0

---

No. 2
# C9H25BiCl2N2O2P2

C9H25BiCl2N2O2P2 as an isolated structure (ωB97M-V/def2-TZVPD, OMol25).

The geometry in XYZ format:
```
43
Properties=species:S:1:pos:R:3:forces:R:3
C 1.224 0.031 -4.738 -0.086 -0.057 -0.487
C 0.944 0.068 -3.292 2.373 0.215 1.949
H 2.287 0.047 -5.020 -0.293 0.035 0.580
H 0.717 0.903 -5.182 0.019 -0.376 -0.051
H 0.765 -0.894 -5.121 -0.009 0.376 -0.099
O 1.693 0.137 -2.326 -2.460 -0.183 -3.056
Cl -0.940 -0.009 -3.022 0.660 0.022 -0.404
Bi -0.105 -0.048 -0.428 -0.941 0.120 2.256
P -0.283 2.725 -0.306 -0.386 1.015 0.717
C 0.938 3.513 0.799 0.246 -0.019 -0.135
C -0.165 3.612 -1.888 0.034 0.035 -0.036
H -0.349 4.679 -1.725 0.038 -0.142 -0.097
H -1.955 4.305 0.434 -0.051 -0.171 0.037
H -0.908 3.220 -2.591 0.108 0.115 0.102
H -2.695 2.747 -0.072 0.102 0.176 0.146
H 1.956 3.264 0.471 -0.200 0.147 0.142
H 0.839 3.482 -2.309 -0.192 0.056 0.056
C -1.861 3.213 0.462 -0.066 0.056 -0.192
H 0.803 4.604 0.767 0.076 -0.273 0.040
H -1.879 2.872 1.505 0.010 0.046 -0.281
H 0.796 3.164 1.832 -0.009 0.074 -0.361
P 0.013 -2.798 -0.001 -0.308 -1.487 0.939
C 1.304 -3.305 1.184 0.309 0.030 -0.045
C -1.494 -3.408 0.841 -0.228 0.010 -0.193
H -0.446 -3.585 -2.247 0.156 -0.155 0.210
H -0.016 -4.936 -1.160 0.126 0.293 -0.072
H 1.262 -3.849 -1.800 -0.288 -0.027 0.113
C 0.226 -3.898 -1.435 -0.003 -0.028 -0.314
H -2.388 -3.003 0.350 0.188 -0.235 0.146
H -1.506 -4.506 0.800 -0.039 0.290 0.084
H 1.234 -4.385 1.380 0.014 0.294 -0.083
H 1.187 -2.763 2.131 -0.019 -0.117 -0.278
H -1.504 -3.085 1.893 0.083 -0.095 -0.351
H 2.295 -3.079 0.773 -0.133 -0.100 0.141
Cl -2.570 -0.157 0.300 1.156 0.033 -0.480
N -0.902 -0.544 3.642 0.264 0.366 -0.353
C 0.145 0.136 3.123 0.125 -0.487 0.093
N 0.989 0.763 3.960 -0.219 0.002 -0.570
O 0.418 0.135 1.882 -0.264 0.089 -0.044
H -1.081 -0.506 4.640 -0.140 -0.080 -0.421
H -1.617 -0.893 3.007 0.266 0.211 0.337
H 1.775 1.232 3.532 -0.070 -0.118 0.307
H 0.855 0.798 4.956 0.049 0.044 0.011
```
Forces are in eV/Å.

frontier orbital gap	7.37	eV
LUMO level	-6.7	eV
net charge	+2

---

No. 3
# C30H57N4O4P2PdSe2Si

C30H57N4O4P2PdSe2Si as an isolated structure (ωB97M-V/def2-TZVPD, OMol25).

The geometry in XYZ format:
```
101
Properties=species:S:1:pos:R:3:forces:R:3
Pd 0.571 -0.498 -0.987 -0.276 -0.183 0.219
C 1.060 -4.100 -0.627 -0.041 0.164 0.143
Se 1.109 -2.766 -2.036 -0.450 -0.071 -0.827
C -0.711 -3.206 -2.706 0.115 0.010 0.038
C -1.082 -2.770 -4.117 0.395 0.263 0.080
Se -0.659 -0.917 -4.632 0.063 -0.184 0.124
C 0.911 -1.365 -5.706 -0.078 0.018 0.178
H 0.194 -3.914 0.003 0.002 0.028 0.008
H 1.974 -4.000 -0.048 0.001 -0.021 0.003
H 1.019 -5.087 -1.081 0.013 0.012 -0.035
H -1.365 -2.772 -1.954 -0.030 -0.032 -0.004
H -0.781 -4.294 -2.656 0.000 -0.016 0.101
H -2.157 -2.877 -4.253 -0.012 -0.089 0.035
H -0.579 -3.384 -4.861 -0.057 -0.057 0.003
H 0.625 -2.129 -6.426 0.048 0.050 -0.030
H 1.716 -1.717 -5.067 0.018 -0.012 -0.008
H 1.227 -0.467 -6.230 -0.030 0.026 -0.017
N 1.209 0.570 0.895 -0.815 0.482 -0.471
C 2.183 0.082 1.741 0.725 -0.298 0.354
C 2.617 0.830 2.842 -0.072 0.022 -0.309
C 3.565 0.302 3.700 0.010 0.028 0.107
C 4.078 -0.971 3.495 0.021 -0.076 -0.049
C 3.640 -1.721 2.410 0.064 0.047 0.102
C 2.696 -1.206 1.542 -0.168 0.298 -0.055
H 2.199 1.816 3.011 0.015 0.011 -0.003
H 3.906 0.889 4.543 -0.024 0.001 0.009
H 4.813 -1.381 4.174 0.001 0.032 0.013
H 4.045 -2.712 2.247 -0.044 -0.006 -0.026
H 2.335 -1.774 0.697 0.018 -0.036 -0.053
O -1.028 -1.765 0.175 0.072 0.493 -0.346
P -2.150 -1.131 0.955 -0.833 0.241 0.504
N -2.555 0.375 0.390 0.163 -0.281 0.050
C -3.812 0.965 0.866 -0.100 -0.051 0.011
C -4.787 0.781 -0.298 0.094 0.038 -0.017
C -3.894 0.907 -1.546 0.001 -0.001 0.045
C -2.447 0.768 -1.018 0.057 -0.062 -0.095
N -3.552 -2.055 0.903 0.498 -0.058 0.128
C -3.766 -2.929 -0.251 -0.094 -0.010 -0.100
C -3.441 -4.356 0.239 -0.002 0.048 0.056
C -3.515 -4.261 1.781 -0.100 0.098 -0.043
C -4.041 -2.840 2.039 0.026 -0.126 -0.037
N -1.885 -0.921 2.578 0.301 0.080 -0.493
C -1.138 -1.987 3.276 -0.063 -0.126 0.146
C -0.003 -1.264 3.990 -0.149 0.086 -0.021
C -0.642 0.078 4.352 0.001 -0.157 -0.071
C -1.548 0.398 3.158 -0.007 0.095 0.083
H -3.646 2.029 1.065 0.011 -0.038 0.086
H -4.146 0.475 1.780 -0.013 0.079 0.032
H -5.591 1.514 -0.279 -0.023 -0.026 -0.003
H -5.223 -0.216 -0.245 -0.027 0.015 0.034
H -4.025 1.871 -2.037 -0.003 -0.016 -0.019
H -4.128 0.133 -2.277 0.013 0.022 -0.011
H -1.930 1.728 -1.060 0.065 -0.043 -0.089
H -1.869 0.039 -1.591 0.085 0.012 0.015
H -3.163 -2.608 -1.098 -0.028 -0.016 -0.024
H -4.818 -2.866 -0.544 0.023 0.036 -0.010
H -2.444 -4.657 -0.084 -0.007 -0.011 -0.014
H -4.157 -5.073 -0.159 0.041 -0.030 -0.033
H -2.524 -4.375 2.220 -0.014 -0.035 0.024
H -4.170 -5.013 2.218 0.047 -0.046 0.004
H -3.723 -2.403 2.980 -0.066 -0.021 0.017
H -5.135 -2.836 2.001 0.020 0.041 0.047
H -0.781 -2.734 2.564 0.006 0.001 0.032
H -1.786 -2.487 4.004 -0.002 -0.014 -0.052
H 0.833 -1.117 3.309 -0.057 -0.075 0.097
H 0.344 -1.816 4.862 0.049 0.000 -0.005
H 0.099 0.859 4.517 -0.031 0.032 0.046
H -1.240 -0.030 5.258 0.016 0.044 0.018
H -1.042 1.024 2.421 0.018 0.002 0.002
H -2.457 0.914 3.477 0.031 0.020 -0.031
C 2.537 2.504 -4.055 -0.180 0.050 -0.142
O 3.190 1.641 -3.129 -0.211 -0.077 0.338
P 2.342 0.503 -2.313 0.438 -0.562 -0.269
O 3.547 -0.392 -1.722 0.090 0.282 -0.044
C 4.805 -0.617 -2.370 0.121 -0.054 -0.048
O 2.978 2.435 -0.030 -0.358 -0.116 0.333
C 3.981 3.443 0.036 0.123 0.168 -0.085
H 3.284 2.817 -4.782 -0.039 -0.014 0.004
H 2.136 3.381 -3.549 0.026 0.044 0.090
H 1.714 2.000 -4.571 0.090 -0.056 0.005
H 5.556 -0.724 -1.591 -0.053 -0.007 0.019
H 5.073 0.216 -3.015 -0.021 -0.003 0.004
H 4.758 -1.538 -2.954 -0.065 0.029 0.001
H 3.939 4.100 -0.837 -0.048 -0.041 0.024
H 4.934 2.921 0.043 -0.034 -0.005 -0.020
H 3.882 4.030 0.948 0.009 -0.056 -0.017
C -0.877 4.354 0.213 0.239 0.034 0.053
Si 0.985 4.547 0.029 -0.268 0.484 0.013
C 1.355 5.514 -1.552 0.026 -0.303 0.172
C 1.750 5.509 1.468 -0.101 -0.201 -0.141
C 1.672 2.777 0.077 0.399 0.441 -0.246
C 0.837 1.685 0.424 0.437 -0.656 0.371
H -1.355 5.334 0.257 0.035 0.034 -0.002
H -1.138 3.810 1.122 0.009 -0.020 0.002
H -1.305 3.816 -0.635 0.045 -0.012 -0.018
H 1.001 6.539 -1.424 -0.036 -0.003 0.052
H 0.841 5.098 -2.420 0.002 -0.025 -0.013
H 2.422 5.572 -1.773 -0.012 -0.014 -0.019
H 1.086 6.309 1.798 -0.057 -0.014 -0.037
H 2.692 5.974 1.173 -0.006 -0.003 -0.008
H 1.947 4.865 2.327 -0.030 0.024 0.036
```
Forces are in eV/Å.

frontier orbital gap (alpha / beta)	7.63 / 6.96	eV
LUMO level (alpha / beta)	-1.5 / -3.5	eV
spin multiplicity	5
energy relative to the best compared isomer or geometry (same formula, charge and spin)	187.4	kJ/mol
net charge	+1

---

No. 4
# C6H9N

The molecule C6H9N (ωB97M-V/def2-TZVPD, OMol25).

The geometry in XYZ format:
```
16
Properties=species:S:1:pos:R:3:forces:R:3
C 0.882 -2.514 -0.228 -1.586 2.267 -0.388
C 0.506 -1.003 -0.093 0.809 -0.241 0.675
C 1.389 -0.069 0.462 -0.729 -0.692 -0.470
N 0.775 1.159 0.494 -0.289 0.581 -0.246
C -0.496 1.023 -0.052 -1.253 -0.388 -0.491
C -1.580 2.087 -0.011 0.557 -0.236 0.252
C -0.698 -0.292 -0.489 0.262 -0.328 1.065
H 0.342 -3.188 0.458 0.016 0.399 -0.386
H 0.601 -2.678 -1.286 0.732 -0.860 0.556
H 1.924 -2.521 0.028 0.618 -0.618 -0.440
H 2.406 -0.134 0.839 -0.287 -0.341 -0.193
H 1.315 2.023 0.733 -1.353 -1.193 -0.410
H -1.298 2.895 -0.735 -0.506 -0.016 1.318
H -2.550 1.699 -0.313 0.238 -0.419 -0.629
H -1.835 2.284 1.065 0.793 0.921 -0.930
H -1.681 -0.772 -0.873 1.977 1.164 0.718
```
Forces are in eV/Å.

frontier orbital gap	8.76	eV
LUMO level	1.0	eV
structure (SMILES)	Cc1c[nH]c(C)c1
energy relative to the best compared isomer or geometry (same formula, charge and spin)	94.0	kJ/mol
net charge	0

---

No. 5
# C5H10O

A 2-piece molecular cluster, C5H10O overall (ωB97M-V/def2-TZVPD, OMol25).

The geometry in XYZ format:
```
16
Properties=species:S:1:pos:R:3:forces:R:3
C 0.230 -2.237 0.442 -0.008 -0.336 0.229
C 0.638 -0.940 -0.153 0.506 -0.359 -0.182
C 1.665 -0.315 0.395 -0.270 0.144 0.051
O 2.231 0.768 -0.195 0.284 0.519 0.038
H 1.028 -2.499 1.146 -0.422 -0.352 0.055
H -0.727 -2.211 0.970 -0.007 -0.051 -0.108
H 0.189 -3.005 -0.336 -0.075 -0.034 0.205
H 0.249 -0.638 -1.123 0.029 0.142 0.251
H 2.094 -0.575 1.372 -0.201 -0.201 -0.437
H 2.901 1.077 0.414 0.254 0.396 -0.117
C -2.304 1.921 -0.737 -0.189 0.335 -0.203
C -1.206 1.567 -0.100 -0.060 0.355 0.333
H -2.184 2.426 -1.684 -0.405 0.124 -0.185
H -3.303 1.790 -0.316 0.296 -0.141 -0.302
H -1.328 1.083 0.861 0.545 -0.034 0.042
H -0.227 1.857 -0.496 -0.276 -0.504 0.330
```
Forces are in eV/Å.

frontier orbital gap	9.37	eV
LUMO level	0.8	eV
structure (SMILES)	C/C=C/O.C=C
energy relative to the best compared isomer or geometry (same formula, charge and spin)	203.9	kJ/mol
net charge	0

---

No. 6
# C17H44GaO7

C17H44GaO7 as an isolated structure (ωB97M-V/def2-TZVPD, OMol25).

The geometry in XYZ format:
```
69
Properties=species:S:1:pos:R:3:forces:R:3
C 1.807 -4.502 -0.716 0.064 -0.181 0.277
C 1.814 -3.498 -1.875 0.015 -0.016 -0.124
Ga 0.072 -2.453 -2.121 -0.075 -0.047 0.033
C 0.325 -0.466 -1.647 0.026 -0.026 0.006
C 1.656 -0.132 -0.982 0.083 0.044 0.139
C 1.940 1.356 -0.852 -0.228 -0.009 -0.045
O 2.349 1.940 -2.102 0.057 0.250 0.105
H 2.787 -4.636 -0.233 0.030 0.027 -0.120
H 1.503 -5.503 -1.038 -0.084 0.070 -0.069
H 1.108 -4.227 0.082 -0.003 0.088 -0.058
H 2.646 -2.796 -1.755 -0.038 0.023 0.048
H 2.016 -4.023 -2.815 0.051 -0.020 0.037
H -1.022 -3.087 -1.083 0.024 0.016 -0.026
H -0.477 -2.570 -3.649 0.023 0.009 0.033
H -0.483 -0.189 -0.958 -0.021 0.082 -0.051
H 0.203 0.147 -2.548 0.007 -0.045 -0.030
H 2.498 -0.580 -1.520 -0.005 0.037 -0.026
H 1.688 -0.562 0.029 -0.022 -0.044 -0.032
H 1.033 1.862 -0.500 0.062 0.008 0.098
H 2.739 1.563 -0.129 0.059 -0.059 -0.073
H 1.603 2.420 -2.470 -0.037 -0.210 -0.049
C 2.862 -0.358 3.059 0.019 -0.024 -0.074
O 2.188 -1.516 2.622 -0.122 0.030 0.091
C 2.952 -2.705 2.682 0.081 -0.028 -0.094
C 2.539 -3.578 3.847 -0.062 0.008 -0.046
O 2.799 -2.969 5.104 0.020 0.020 0.008
C 1.666 -2.345 5.670 -0.011 0.005 0.000
H 2.137 0.454 3.036 0.024 0.021 0.014
H 3.256 -0.471 4.075 -0.015 0.003 0.006
H 3.690 -0.105 2.386 0.009 -0.010 0.006
H 4.020 -2.471 2.754 -0.009 -0.001 0.010
H 2.785 -3.256 1.751 0.003 0.016 0.021
H 3.104 -4.514 3.809 0.011 0.004 0.001
H 1.475 -3.821 3.757 0.014 -0.013 0.006
H 0.915 -3.086 5.968 0.004 -0.010 -0.009
H 1.201 -1.640 4.977 0.014 0.010 0.005
H 2.003 -1.812 6.559 -0.006 -0.004 0.003
C 2.038 4.845 0.174 0.034 -0.031 -0.009
O 0.651 5.095 0.318 -0.024 0.023 -0.045
C 0.345 6.168 1.183 0.031 0.024 0.035
C -0.035 7.423 0.423 -0.045 -0.044 -0.025
O 1.043 7.949 -0.331 0.017 -0.001 0.019
C 1.015 7.576 -1.695 -0.001 -0.014 -0.015
H 2.153 4.096 -0.606 0.033 0.002 0.005
H 2.583 5.752 -0.103 -0.003 -0.003 -0.009
H 2.463 4.446 1.102 -0.017 0.020 0.015
H 1.191 6.382 1.846 -0.008 -0.005 -0.006
H -0.504 5.868 1.806 -0.003 -0.004 0.003
H -0.344 8.191 1.139 0.009 0.003 0.008
H -0.887 7.206 -0.231 0.006 0.017 0.005
H 0.171 8.046 -2.213 -0.007 0.002 0.012
H 0.943 6.494 -1.820 0.018 0.003 0.003
H 1.943 7.930 -2.142 -0.007 0.003 -0.006
C -7.039 -2.275 -2.500 0.014 0.007 -0.022
O -6.438 -2.076 -1.239 -0.002 0.009 0.014
C -5.620 -3.163 -0.827 0.010 -0.059 -0.073
C -4.156 -2.975 -1.167 0.063 -0.004 0.090
O -3.937 -2.959 -2.561 -0.203 0.028 -0.049
C -3.636 -1.677 -3.076 0.123 -0.061 -0.011
H -7.541 -1.346 -2.767 -0.008 -0.007 0.001
H -6.302 -2.522 -3.268 0.000 0.014 0.002
H -7.784 -3.080 -2.460 0.004 -0.006 0.011
H -5.981 -4.094 -1.283 -0.017 0.007 0.022
H -5.727 -3.253 0.258 0.015 0.015 0.008
H -3.583 -3.805 -0.743 0.015 0.021 0.005
H -3.778 -2.056 -0.707 -0.003 -0.017 -0.008
H -2.739 -1.267 -2.604 -0.008 -0.010 -0.001
H -4.475 -0.983 -2.941 0.005 0.009 0.002
H -3.429 -1.807 -4.137 -0.002 0.033 -0.002
```
Forces are in eV/Å.

frontier orbital gap	6.96	eV
LUMO level	2.5	eV
net charge	-1

---

> Look up the net charge of the sixth one.

-1

---

> Which of these has the lowest net charge?

C17H44GaO7

---

> net charge of number 1 (C3H4NPS)?

0